Record 1
This record from the OMol25 dataset describes a 2-piece molecular cluster, C25H27BO4 overall at a distorted geometry. The level of theory is ωB97M-V/def2-TZVPD.

Each line ends with the natural charge from an NBO analysis.
Cartesian coordinates (Å):
C -4.664 -3.420 0.840  -0.65
C -3.563 -3.247 -0.104  0.28
C -2.682 -4.274 -0.338  -0.34
C -1.632 -3.679 -1.016  -0.39
C -1.591 -2.234 -0.813  -0.01
B -1.944 -1.509 4.226  1.37
O -1.510 -0.891 5.387  -0.78
C -0.354 0.041 4.786  -0.07
C -0.446 -0.037 3.147  -0.15
C 0.401 0.857 2.207  -0.37
C -1.968 0.312 2.925  -0.07
O -2.864 -0.759 3.316  -0.74
C -0.176 -1.574 2.792  -0.06
O -1.186 -2.461 3.454  -0.74
O -3.066 -2.085 -0.668  -0.51
H -4.779 -4.503 1.030  0.21
H -4.427 -3.063 1.836  0.22
H -5.652 -3.097 0.537  0.21
H -2.852 -5.284 0.028  0.21
H -1.142 -4.410 -1.660  0.20
H -0.582 1.004 5.284  0.21
H 0.424 -0.489 5.356  0.21
H -0.286 -1.072 -0.382  0.30
H 0.324 1.925 2.504  0.23
H 1.469 0.634 2.290  0.22
H -2.223 1.216 3.527  0.17
H -2.107 0.501 1.846  0.19
H -0.065 -1.554 1.675  0.21
H 0.804 -1.775 3.283  0.18
C 0.111 0.824 0.516  -0.22
C 1.039 2.010 0.095  -0.03
C 0.560 3.304 0.063  -0.17
C 1.231 4.340 -0.590  -0.22
C 2.454 4.065 -1.233  -0.22
C 3.040 2.818 -1.090  -0.22
C 2.311 1.798 -0.426  -0.22
C 0.473 -0.223 -0.511  -0.50
C 0.432 0.470 -1.862  0.19
C 1.427 0.546 -2.886  -0.17
C 1.192 1.501 -3.941  -0.11
C 1.983 1.515 -5.091  -0.23
C 3.037 0.593 -5.178  -0.14
C 3.390 -0.227 -4.100  -0.23
C 2.597 -0.281 -2.956  -0.13
H -0.868 1.298 0.395  0.22
H -0.356 3.559 0.571  0.21
H 0.806 5.356 -0.620  0.22
H 3.032 4.895 -1.759  0.22
H 3.981 2.570 -1.646  0.22
H 2.739 0.792 -0.420  0.21
H 1.514 -0.586 -0.298  0.21
H -0.478 0.990 -2.138  0.21
H 0.406 2.241 -3.813  0.22
H 1.714 2.164 -5.931  0.23
H 3.516 0.435 -6.134  0.22
H 4.229 -0.911 -4.203  0.23
H 2.827 -0.927 -2.109  0.23

Values from the calculation:
- energy (eV) = -35220.2981
- total charge = 0

---

Record 2
This record from the OMol25 dataset describes C25H27Br57F2NO4P as an isolated structure at a distorted geometry. The level of theory is ωB97M-V/def2-TZVPD.

Each line ends with the Mulliken charge.
Cartesian coordinates (Å):
O 5.127 2.234 2.071  -0.65
C 5.001 1.132 1.283  0.42
O 5.050 -0.189 1.941  -0.40
C 4.858 1.301 -0.345  0.08
C 4.058 0.057 -1.087  -0.57
C 2.471 0.392 -1.411  0.22
P 1.283 0.080 0.053  -0.07
N -0.375 0.564 -0.444  0.41
C -0.713 1.968 0.087  0.34
O -0.225 2.447 1.260  -0.39
F -1.638 2.776 -0.792  -0.16
C -1.421 -0.433 0.031  0.41
O -2.324 -0.106 0.988  -0.45
F -1.383 -1.817 -0.564  -0.20
H 5.995 -0.568 1.869  0.34
H 4.405 2.362 -0.648  -0.18
H 5.971 1.266 -0.776  0.32
H 4.579 -0.057 -2.155  0.30
H 4.212 -0.987 -0.553  0.28
H 2.156 -0.374 -2.268  -0.06
H 2.367 1.466 -1.906  -0.15
H 1.194 -1.370 0.212  0.08
C -3.992 5.273 -2.165  -0.35
Br -4.702 7.027 -1.717  -0.01
Br -5.340 4.132 -2.981  -0.03
Br -2.390 5.399 -3.261  0.15
H -3.698 4.797 -1.224  0.29
C 6.472 1.172 5.751  -0.39
Br 5.717 1.574 4.004  0.24
Br 5.282 0.060 6.816  0.13
Br 8.252 0.399 5.611  -0.10
H 6.578 2.124 6.281  0.28
C -4.905 0.542 -5.363  0.01
Br -3.779 1.078 -3.870  0.03
Br -4.638 -1.326 -5.836  -0.03
Br -6.780 0.944 -5.037  -0.01
H -4.596 1.138 -6.228  -0.01
C 4.132 5.051 -3.186  -0.44
Br 3.377 5.453 -4.933  -0.01
Br 2.942 3.940 -2.122  0.21
Br 5.911 4.279 -3.327  -0.06
H 4.238 6.004 -2.657  0.43
C 5.045 1.199 11.127  -0.37
Br 3.551 1.895 10.093  0.11
Br 4.586 -0.458 12.037  -0.02
Br 6.649 1.010 10.043  -0.02
H 5.268 1.939 11.903  0.33
C 1.382 0.057 -5.613  -0.48
Br -0.178 0.528 -4.551  0.12
Br 2.715 1.474 -5.608  0.01
Br 2.139 -1.651 -5.070  -0.02
H 1.041 -0.058 -6.647  0.39
C 2.519 -3.086 8.299  -0.36
Br 2.616 -3.963 10.033  -0.04
Br 2.335 -1.157 8.473  -0.01
Br 4.018 -3.570 7.158  -0.02
H 1.611 -3.451 7.807  0.37
C 1.182 -5.945 -5.489  -0.31
Br 2.469 -5.325 -4.169  -0.06
Br 0.302 -7.586 -4.927  -0.03
Br -0.101 -4.560 -5.957  -0.02
H 1.745 -6.180 -6.399  0.38
C -5.875 9.191 -5.598  -0.33
Br -4.269 9.358 -6.682  -0.02
Br -6.069 7.401 -4.861  0.01
Br -5.959 10.556 -4.214  -0.03
H -6.729 9.357 -6.263  0.35
C 1.497 5.022 8.326  -0.33
Br -0.190 5.952 8.052  -0.04
Br 2.285 5.445 10.053  -0.05
Br 1.316 3.103 8.063  -0.04
H 2.191 5.386 7.560  0.39
C -9.418 0.119 -8.521  -0.31
Br -10.978 0.590 -7.459  -0.01
Br -8.085 1.536 -8.516  -0.02
Br -8.661 -1.589 -7.978  -0.03
H -9.759 0.003 -9.555  0.36
C 6.899 -6.857 8.218  -0.28
Br 5.810 -7.087 6.622  0.00
Br 7.984 -5.245 8.127  -0.02
Br 5.826 -6.918 9.840  0.03
H 7.589 -7.705 8.259  0.26
C 5.656 -11.174 6.745  -0.30
Br 6.782 -10.637 8.238  0.01
Br 5.924 -13.042 6.271  -0.04
Br 3.781 -10.771 7.071  0.01
H 5.966 -10.577 5.880  0.34
C -1.546 2.741 -7.351  0.38
Br -2.256 4.496 -6.903  0.00
Br -2.894 1.601 -8.167  -0.03
Br 0.056 2.867 -8.447  -0.06
H -1.252 2.265 -6.409  -0.30
C -0.752 5.994 1.577  -0.30
Br -1.888 7.451 0.970  -0.02
Br 0.461 5.391 0.181  0.03
Br 0.198 6.450 3.213  -0.05
H -1.411 5.152 1.814  0.30
C -10.501 -3.220 -4.590  -0.36
Br -11.590 -3.450 -6.186  -0.02
Br -9.416 -1.608 -4.680  0.05
Br -11.574 -3.281 -2.968  -0.04
H -9.811 -4.069 -4.549  0.38
C -15.013 -1.349 -2.478  -0.06
Br -16.101 -1.579 -4.074  -0.01
Br -13.927 0.262 -2.568  0.01
Br -16.085 -1.410 -0.856  -0.02
H -14.322 -2.198 -2.436  0.06
C 2.611 9.985 -5.132  -0.33
Br 1.856 10.387 -6.879  -0.01
Br 1.421 8.873 -4.068  0.02
Br 4.390 9.212 -5.273  -0.04
H 2.717 10.937 -4.602  0.35
C 4.734 -17.011 5.861  0.31
Br 3.968 -17.577 7.557  0.00
Br 6.326 -18.033 5.408  0.00
Br 3.420 -17.044 4.427  0.00
H 5.047 -15.969 5.984  -0.32

Values from the calculation:
- energy (eV) = -4043173.7467
- total charge = 0

---

Record 3
This record from the OMol25 dataset describes C25H27Cl2N2O4SiTa as an isolated structure at a distorted geometry. The level of theory is ωB97M-V/def2-TZVPD.

Each line ends with the natural charge from an NBO analysis.
Cartesian coordinates (Å):
Ta 0.036 -0.496 -0.492  2.23
O -1.377 4.654 4.029  -0.72
C -1.199 4.999 2.679  -0.11
C -0.822 3.763 1.919  0.10
C -0.668 3.785 0.534  -0.22
C -0.320 2.630 -0.127  0.08
N -0.114 1.469 0.513  -0.57
C -0.249 1.436 1.860  0.26
C -0.607 2.558 2.579  -0.23
C 0.011 0.107 2.501  0.20
C 0.109 -0.074 3.861  -0.22
C 0.457 -1.325 4.370  0.12
C 0.555 -1.548 5.848  -0.11
O 0.446 -0.309 6.497  -0.71
C 0.734 -2.356 3.470  -0.22
C 0.628 -2.115 2.123  0.10
N 0.252 -0.917 1.636  -0.61
H -1.610 5.437 4.539  0.50
H -0.397 5.735 2.545  0.21
H -2.108 5.420 2.235  0.21
H -0.815 4.692 -0.038  0.25
H -0.191 2.623 -1.201  0.23
H -0.729 2.514 3.650  0.27
H -0.049 0.743 4.548  0.27
H 1.505 -2.051 6.064  0.21
H -0.252 -2.236 6.132  0.21
H 0.424 -0.437 7.451  0.50
H 1.043 -3.334 3.815  0.26
H 0.859 -2.880 1.393  0.23
Cl -4.038 3.253 -5.716  0.08
C -3.239 2.294 -4.533  -0.05
C -3.984 1.621 -3.567  -0.15
C -3.355 0.845 -2.608  -0.23
C -1.974 0.747 -2.599  0.31
O -1.386 -0.071 -1.671  -0.79
C -1.217 1.416 -3.570  -0.20
C 0.240 1.336 -3.578  0.46
O 0.899 0.816 -2.683  -0.58
C -1.862 2.185 -4.540  -0.17
H -5.062 1.701 -3.581  0.25
H -3.933 0.302 -1.871  0.24
H 0.758 1.783 -4.438  0.17
H -1.281 2.698 -5.297  0.25
Cl 4.675 -1.128 -1.464  -0.02
C 3.434 -0.004 -0.855  -0.46
H 3.413 0.877 -1.492  0.26
H 3.739 0.303 0.147  0.25
C 1.772 -4.691 -0.747  -1.11
Si 1.289 -3.423 -2.024  1.62
C 2.293 -3.492 -3.577  -1.12
C -0.563 -3.472 -2.318  -1.13
C 1.499 -1.719 -1.211  -0.76
C 2.095 -0.619 -0.803  -0.16
H 1.622 -5.698 -1.142  0.27
H 1.169 -4.617 0.161  0.22
H 2.826 -4.595 -0.478  0.26
H 2.064 -4.403 -4.136  0.26
H 3.357 -3.497 -3.336  0.27
H 2.097 -2.639 -4.228  0.25
H -0.802 -4.456 -2.735  0.27
H -0.930 -2.736 -3.036  0.25
H -1.167 -3.405 -1.403  0.22

Values from the calculation:
- energy (eV) = -71994.7145
- total charge = +2

---

In eV, the E_HOMO values for the records above are, in order, -5.72; -9.12; -14.02.
In eV, the gap between HOMO and LUMO values for the records above are, in order, 3.2; 7.9; 6.7.
In kcal per mole, the energy above the lowest of the compared OMol25 structures with the same formula, charge and spin values for the records above are, in order, 118.18; 200.21; 17.34.